Record 1
C44H47N2O6 | ωB97M-V/def2-TZVPD

```
! wB97M-V def2-TZVPD RIJCOSX def2/J DEFGRID3
* xyz 0 2
C 5.72 4.29 0.58
C 4.54 3.22 0.79
O 4.91 2.04 1.00
N 3.11 3.61 0.78
C 3.05 4.84 1.63
C 2.36 2.46 1.37
C 0.80 2.70 1.56
C -0.02 2.93 0.18
C -0.42 4.47 0.08
C -1.96 4.84 0.29
C -2.03 6.37 0.80
C -2.04 6.56 2.38
C -0.55 6.61 3.01
C -2.60 8.07 2.61
N -2.98 5.68 3.12
O -2.81 5.77 4.43
C -2.90 4.24 2.77
C -1.79 3.40 3.61
C -4.31 3.60 3.28
C -2.83 3.89 1.21
H 6.72 3.75 0.69
H 5.71 4.73 -0.48
H 5.71 5.11 1.37
H 3.46 5.71 1.00
H 3.78 4.72 2.50
H 2.02 5.15 1.96
H 2.47 1.50 0.75
H 2.80 2.24 2.41
H 0.65 3.54 2.30
H 0.35 1.77 2.05
H 0.75 2.74 -0.66
H -0.86 2.19 -0.01
H -0.14 4.82 -0.98
H 0.21 5.12 0.78
H -2.44 4.83 -0.75
H -1.07 6.88 0.42
H -2.89 6.92 0.31
H -0.01 7.42 2.41
H -0.55 6.92 4.10
H 0.03 5.65 2.86
H -2.12 8.77 1.85
H -2.41 8.40 3.69
H -3.74 8.01 2.49
H -1.51 2.46 3.05
H -0.91 4.04 3.95
H -2.31 3.06 4.57
H -4.49 3.83 4.37
H -5.17 4.03 2.68
H -4.22 2.46 3.16
H -3.91 3.96 0.82
H -2.57 2.77 1.14
C 1.61 -2.54 -0.68
C 1.23 -1.27 -0.25
C 0.28 -1.13 0.75
C -0.31 -2.26 1.32
C 0.05 -3.53 0.86
C 1.02 -3.67 -0.13
C -0.61 -4.74 1.42
O -0.29 -5.85 1.03
C -1.66 -4.57 2.45
C -2.32 -5.70 2.94
C -3.30 -5.55 3.92
C -3.61 -4.29 4.42
C -2.95 -3.17 3.93
C -1.98 -3.31 2.94
C -1.31 -2.10 2.40
O -1.58 -1.00 2.83
H 2.36 -2.65 -1.46
H 1.68 -0.39 -0.69
H 0.00 -0.14 1.09
H 1.31 -4.65 -0.48
H -2.08 -6.68 2.56
H -3.82 -6.43 4.30
H -4.36 -4.18 5.19
H -3.20 -2.19 4.32
C 3.61 -7.30 -8.49
C 3.47 -5.93 -8.73
C 2.73 -5.14 -7.87
C 2.10 -5.72 -6.76
C 2.22 -7.09 -6.53
C 2.99 -7.87 -7.39
C 1.53 -7.72 -5.38
O 1.63 -8.91 -5.18
C 0.69 -6.87 -4.50
C -0.01 -7.46 -3.45
C -0.79 -6.67 -2.60
C -0.85 -5.30 -2.79
C -0.15 -4.71 -3.84
C 0.61 -5.49 -4.70
C 1.33 -4.86 -5.83
O 1.27 -3.66 -6.01
H 4.20 -7.91 -9.16
H 3.95 -5.49 -9.60
H 2.63 -4.08 -8.06
H 3.09 -8.94 -7.21
H 0.03 -8.53 -3.29
H -1.34 -7.13 -1.79
H -1.45 -4.68 -2.13
H -0.21 -3.63 -3.99
*
```

## Properties
- LUMO energy (spin up / spin down) (eV) = -1.13 / -1.13

***

Record 2
C44H48N3O3P2S5SbSn | ωB97M-V/def2-TZVPD

```
! wB97M-V def2-TZVPD RIJCOSX def2/J DEFGRID3
* xyz -1 2
Sn 1.72 -0.49 0.44
C -2.75 -2.50 0.59
N -3.61 -1.33 0.49
C -3.39 -0.22 1.40
P -1.59 0.04 1.89
C -1.61 -0.62 3.59
C -0.69 -1.63 3.88
C -0.65 -2.21 5.15
C -1.53 -1.79 6.13
C -2.46 -0.79 5.85
C -2.50 -0.21 4.59
C -1.62 1.87 2.12
C -1.21 2.48 3.30
C -1.13 3.87 3.38
C -1.44 4.66 2.28
C -1.80 4.05 1.08
C -1.89 2.67 1.01
C -4.84 -1.42 -0.17
C -5.05 -2.35 -1.21
C -6.26 -2.43 -1.86
C -7.32 -1.59 -1.52
C -7.12 -0.66 -0.51
C -5.91 -0.57 0.16
P -1.18 -2.32 -0.43
C -1.89 -1.86 -2.07
C -1.95 -2.73 -3.16
C -2.46 -2.31 -4.39
C -2.92 -1.01 -4.55
C -2.83 -0.12 -3.48
C -2.30 -0.54 -2.27
C -0.66 -4.04 -0.74
C 0.61 -4.18 -1.32
C 1.13 -5.44 -1.58
C 0.40 -6.58 -1.25
C -0.85 -6.45 -0.65
C -1.37 -5.18 -0.40
H -3.32 -3.37 0.28
H -2.46 -2.66 1.63
H -3.97 -0.34 2.32
H -3.74 0.69 0.92
H 0.01 -1.95 3.12
H 0.09 -2.98 5.35
H -1.49 -2.22 7.12
H -3.15 -0.46 6.61
H -3.22 0.57 4.38
H -0.94 1.88 4.16
H -0.83 4.33 4.32
H -1.37 5.74 2.34
H -2.01 4.64 0.21
H -2.12 2.21 0.05
H -4.23 -2.98 -1.54
H -6.38 -3.14 -2.66
H -8.27 -1.65 -2.04
H -7.92 0.01 -0.22
H -5.80 0.15 0.96
H -1.60 -3.75 -3.06
H -2.50 -3.01 -5.22
H -3.32 -0.68 -5.50
H -3.15 0.91 -3.60
H -2.17 0.18 -1.47
H 1.19 -3.30 -1.56
H 2.11 -5.53 -2.02
H 0.81 -7.56 -1.44
H -1.41 -7.33 -0.37
H -2.34 -5.11 0.07
S 5.39 -0.93 3.33
Sb 4.53 -2.18 1.58
S 4.08 -0.51 -0.23
S 2.21 -2.67 2.02
C 6.49 2.66 2.31
C 5.31 2.17 1.47
N 4.25 1.60 2.30
C 2.97 1.92 2.33
S 1.87 0.70 2.89
N 2.50 3.10 1.87
C 3.14 4.41 1.92
C 3.18 5.08 0.56
H 7.29 3.02 1.66
H 6.87 1.84 2.91
H 6.19 3.47 2.98
H 5.64 1.37 0.81
H 4.91 2.96 0.84
H 4.47 0.67 2.71
H 1.49 3.10 1.81
H 4.13 4.29 2.34
H 2.58 5.03 2.62
H 3.74 4.48 -0.16
H 3.65 6.07 0.64
H 2.17 5.21 0.17
C 5.22 1.13 -5.97
C 4.12 1.29 -4.95
C 2.83 0.81 -5.21
C 1.83 0.89 -4.27
C 2.10 1.49 -3.04
C 3.36 1.96 -2.75
C 4.36 1.87 -3.71
S 0.86 1.46 -1.77
O -0.19 2.36 -2.17
O 1.53 1.81 -0.49
O 0.46 0.03 -1.68
H 4.87 1.41 -6.97
H 5.56 0.10 -6.02
H 6.08 1.76 -5.72
H 2.63 0.34 -6.17
H 0.84 0.49 -4.48
H 3.57 2.39 -1.77
H 5.36 2.23 -3.48
*
```

## Properties
- LUMO energy (spin up / spin down) (eV) = 2.37 / 0.96